6 unconnected molecules or ions with the total composition C31H34F2N6O4 in a non-equilibrium geometry, computed with wB97M-V/def2-TZVPD.

XYZ file:
```
77
Properties=species:S:1:pos:R:3:lowdin_charge:R:1
C 2.90 -0.88 -1.81 -0.070
O 2.11 -0.16 -2.82 -0.236
C 0.92 0.37 -2.22 -0.129
C -0.20 -0.77 -1.88 -0.273
O -0.51 -1.40 -3.14 -0.152
C -0.29 -2.84 -3.13 -0.065
N -1.35 -0.04 -1.25 0.089
C -2.55 0.02 -2.12 -0.288
O -2.89 1.16 -2.53 0.128
F -3.34 -1.10 -2.50 0.065
C -1.66 -0.50 0.12 -0.277
O -1.41 0.28 1.09 0.098
F -2.19 -1.77 0.47 0.071
H 2.45 -1.92 -1.59 0.093
H 3.98 -0.97 -2.21 0.116
H 2.93 -0.20 -0.89 0.077
H 0.37 1.12 -2.92 0.155
H 1.10 0.91 -1.21 0.137
H 0.27 -1.45 -1.09 0.155
H 0.40 -3.22 -2.30 0.099
H -1.27 -3.42 -3.14 0.103
H 0.25 -3.09 -4.12 0.107
C 1.73 -0.16 3.99 -0.068
C 1.40 0.05 2.66 -0.071
C 2.14 -0.62 1.69 -0.150
N 3.15 -1.45 1.96 0.065
C 3.45 -1.63 3.26 -0.151
C 2.78 -1.02 4.30 -0.069
H 1.18 0.35 4.78 0.105
H 0.60 0.71 2.38 0.066
H 1.91 -0.49 0.64 0.053
H 4.28 -2.31 3.45 0.102
H 3.06 -1.20 5.33 0.102
C 3.31 0.39 -7.52 -0.079
C 2.28 0.47 -6.58 -0.060
C 2.15 -0.57 -5.67 -0.138
N 2.94 -1.65 -5.64 0.061
C 3.92 -1.70 -6.56 -0.147
C 4.15 -0.71 -7.51 -0.077
H 3.45 1.18 -8.24 0.105
H 1.61 1.32 -6.56 0.104
H 1.37 -0.55 -4.92 0.084
H 4.55 -2.58 -6.52 0.102
H 4.95 -0.81 -8.22 0.100
C 2.93 -6.63 -4.32 -0.084
C 2.91 -5.30 -4.72 -0.075
C 3.18 -4.33 -3.77 -0.165
N 3.45 -4.60 -2.48 0.055
C 3.46 -5.89 -2.12 -0.156
C 3.21 -6.94 -3.00 -0.081
H 2.73 -7.42 -5.04 0.104
H 2.70 -5.02 -5.74 0.100
H 3.18 -3.27 -4.03 0.065
H 3.68 -6.08 -1.07 0.101
H 3.24 -7.96 -2.65 0.099
C -2.61 2.74 4.48 -0.068
C -1.48 2.31 3.80 -0.068
C -0.28 2.97 4.04 -0.158
N -0.16 4.00 4.89 0.055
C -1.27 4.40 5.54 -0.151
C -2.51 3.80 5.37 -0.081
H -3.57 2.25 4.32 0.109
H -1.52 1.49 3.10 0.072
H 0.63 2.68 3.53 0.090
H -1.14 5.23 6.22 0.101
H -3.37 4.16 5.92 0.075
C -7.72 6.47 6.25 -0.081
C -6.61 6.37 5.42 -0.071
C -5.89 5.19 5.42 -0.159
N -6.19 4.13 6.19 0.055
C -7.27 4.25 6.98 -0.152
C -8.06 5.38 7.05 -0.076
H -8.31 7.37 6.27 0.105
H -6.31 7.20 4.78 0.103
H -5.01 5.07 4.79 0.089
H -7.49 3.38 7.59 0.102
H -8.92 5.42 7.70 0.101
```

net charge: 0
2S+1: 1
structure (SMILES): COC[C@H](OC)N(C(=O)F)C(=O)F.c1ccncc1.c1ccncc1.c1ccncc1.c1ccncc1.c1ccncc1
electronic energy: -55259.4009 eV

=====

A molecular structure, C35H38N4Ti in a non-equilibrium geometry, computed with wB97M-V/def2-TZVPD.

XYZ file:
```
78
Properties=species:S:1:pos:R:3:lowdin_charge:R:1
Ti -0.23 -0.03 -0.41 0.809
N -2.15 5.29 -1.60 0.026
N 0.38 -0.58 -2.20 -0.057
C -1.14 -1.27 1.16 -0.365
C -2.16 -0.92 0.18 -0.358
C -2.69 0.40 0.54 -0.310
C -3.84 0.98 0.11 -0.044
H -4.42 0.51 -0.67 0.032
H -3.99 3.45 -1.15 0.009
H -4.18 1.90 0.59 0.035
C -1.80 0.92 1.57 -0.251
C -1.98 2.27 2.15 -0.055
H -2.89 2.34 2.77 0.080
H -2.10 3.00 1.33 0.071
H -1.12 2.58 2.75 0.070
C -0.90 -0.09 1.97 -0.278
C -0.06 -0.04 3.20 -0.046
H 0.67 0.78 3.18 0.072
H 0.50 -0.98 3.35 0.063
H -0.69 0.11 4.09 0.082
C -2.84 -1.85 -0.76 -0.077
H -3.71 -2.32 -0.28 0.071
H -2.18 -2.67 -1.08 0.047
H -3.22 -1.31 -1.64 0.076
C -0.74 -2.64 1.52 -0.063
H 0.30 -2.71 1.86 0.060
H -0.88 -3.35 0.69 0.069
H -1.37 -2.99 2.35 0.080
C -1.17 6.12 -1.94 -0.244
H -1.37 7.19 -1.86 0.071
C 0.11 5.68 -2.35 -0.187
H 0.87 6.43 -2.59 0.052
C 0.35 4.31 -2.45 -0.156
H 1.35 3.93 -2.69 0.089
C -0.70 3.44 -2.22 -0.097
H -0.60 2.35 -2.35 0.071
C -1.98 3.94 -1.77 -0.444
C -3.05 3.07 -1.52 -0.089
H -2.96 2.07 -1.94 0.009
C 0.63 -1.54 -1.23 -0.266
C 0.64 -1.16 -3.44 -0.110
H 0.65 -0.56 -4.33 0.091
C 0.93 -2.48 -3.25 -0.075
H 1.22 -3.26 -3.95 0.100
N 0.96 -2.70 -1.87 -0.031
C 1.31 -3.86 -1.15 -0.133
C 0.65 -5.09 -1.37 -0.200
C 0.95 -6.16 -0.52 -0.017
H 0.46 -7.13 -0.69 0.110
C 1.82 -6.00 0.57 -0.281
C 2.14 -7.17 1.46 -0.072
H 2.37 -6.83 2.48 0.073
H 3.01 -7.72 1.09 0.076
H 1.30 -7.87 1.50 0.071
C 2.41 -4.76 0.80 -0.012
H 3.07 -4.62 1.66 0.117
C 2.17 -3.68 -0.05 -0.201
C 2.80 -2.36 0.24 -0.051
H 3.25 -1.89 -0.64 0.095
H 3.59 -2.50 0.98 0.075
H 2.09 -1.65 0.69 0.068
C -0.41 -5.21 -2.41 -0.045
H -0.04 -5.07 -3.43 0.069
H -1.23 -4.49 -2.25 0.084
H -0.84 -6.21 -2.34 0.071
N 0.89 1.56 0.17 0.065
C 1.05 2.58 0.75 -0.156
C 1.42 3.84 1.22 -0.263
C 2.74 4.05 1.69 -0.091
C 3.14 5.33 2.07 -0.153
C 2.23 6.39 2.00 -0.175
C 0.91 6.18 1.59 -0.125
C 0.49 4.91 1.21 -0.061
H 3.43 3.20 1.73 0.092
H 4.16 5.50 2.41 0.079
H 2.55 7.40 2.29 0.066
H 0.19 7.00 1.55 0.092
H -0.53 4.72 0.89 0.100
```

net charge: -2
2S+1: 3
⟨S²⟩: 2.252
electronic energy: -65983.3012 eV